The following is a DFT calculation (ωB97M-V with the def2-TZVPD basis set) of a molecular structure, C58H65N4O4ReSSi2 in a non-equilibrium geometry.

The geometry in ORCA input format:
```
! RIJCOSX wB97M-V def2-TZVPD def2/J DEFGRID3
* xyz 1 2
Re -0.86421 0.58661 -0.61228
C 3.84799 1.97141 4.07002
C 3.00669 0.74071 3.70692
C 3.39729 -0.42679 4.62282
O 3.18889 0.35731 2.34872
C 1.97489 0.42461 1.64192
C 1.01569 1.15851 2.59522
O 1.63709 1.04701 3.85452
C -0.44031 0.58581 2.65342
O -1.13491 0.94411 1.52932
C -1.20331 1.15961 3.85112
C -2.39241 0.52781 4.19892
C -3.15041 0.98021 5.26062
C -2.73491 2.08371 5.98542
C -1.57051 2.73671 5.62462
C -0.81091 2.28751 4.55722
C -0.35871 -0.92689 2.84382
C -0.96881 -1.76409 2.00272
C -0.61271 -3.20399 1.94842
C 0.24389 -3.76949 3.10602
C 0.57859 -2.76539 4.15402
C 0.32369 -1.46569 4.00962
C 2.21439 1.07331 0.22532
O 1.11419 0.92381 -0.58628
C 3.38109 0.34171 -0.47158
C 4.27509 1.04891 -1.27028
C 5.32079 0.40431 -1.90798
C 5.46859 -0.96679 -1.79328
C 4.55339 -1.68769 -1.04848
C 3.52109 -1.03869 -0.39238
C 2.59779 2.53091 0.48802
C 3.82999 2.83001 1.05572
C 4.14189 4.13481 1.39692
C 3.24109 5.16011 1.16212
C 2.02829 4.87281 0.56502
C 1.71109 3.56681 0.23662
H 4.87989 1.81961 3.77002
H 3.80049 2.11821 5.14532
H 3.45349 2.85351 3.57462
H 4.47969 -0.51109 4.64262
H 2.96869 -1.35539 4.25652
H 3.02809 -0.23459 5.62602
H 1.58729 -0.59109 1.47222
H 0.93009 2.21661 2.30072
H -2.71471 -0.33699 3.63692
H -4.05941 0.46261 5.52792
H -3.31261 2.42881 6.82842
H -1.24011 3.60271 6.17822
H 0.09969 2.80801 4.31022
H -1.58611 -1.38659 1.19852
H -1.45991 -3.84559 1.69862
H -0.18011 -4.66099 3.57252
H 1.02399 -3.14259 5.06372
H 0.56669 -0.76779 4.79102
H 4.16649 2.11471 -1.40218
H 6.02549 0.97681 -2.49358
H 6.28769 -1.46989 -2.28328
H 4.64009 -2.76199 -0.96478
H 2.83699 -1.63509 0.18892
H 4.53169 2.03431 1.24762
H 5.09279 4.35221 1.85792
H 3.47979 6.17461 1.44222
H 1.32529 5.66631 0.35922
H 0.76539 3.33661 -0.21798
C -2.69371 -1.20139 -3.77088
Si -2.63441 0.70841 -3.73728
C -2.87541 1.26411 -5.55088
C -4.18491 1.44261 -2.86238
C -1.01161 1.26141 -2.84928
C -1.21341 2.63021 -2.35388
C -1.30981 3.83931 -3.03848
C -1.56831 4.99141 -2.32468
C -1.71281 4.92531 -0.94048
C -1.57011 3.70471 -0.31218
N -1.33361 2.59621 -1.01228
Si 0.65189 1.15961 -3.84608
C 0.40509 1.54791 -5.70638
C 1.94629 2.44031 -3.26908
C 1.52709 -0.54519 -3.79498
H -3.71241 -1.56659 -3.85048
H -2.24641 -1.62469 -2.88178
H -2.14561 -1.58189 -4.62478
H -3.89911 1.05051 -5.84828
H -2.22851 0.73101 -6.23698
H -2.71211 2.32801 -5.68948
H -4.78551 2.01271 -3.56448
H -3.92381 2.11011 -2.04918
H -4.82491 0.66781 -2.45368
H -1.18941 3.85331 -4.10808
H -1.66271 5.94021 -2.82938
H -1.92651 5.80971 -0.36438
H -1.62001 3.60561 0.76502
H -0.23601 2.40081 -5.89078
H -0.00051 0.70571 -6.25258
H 1.37369 1.77011 -6.14108
H 1.77079 3.43371 -3.67088
H 2.93299 2.12611 -3.60118
H 1.97249 2.51951 -2.18978
H 0.84669 -1.38519 -3.89468
H 2.10859 -0.65639 -2.88378
H 2.23379 -0.59509 -4.61928
N -4.88821 -0.67889 0.21722
C -4.86141 0.52241 0.85902
C -3.68091 1.10511 0.52172
N -2.98031 0.26861 -0.30698
C -3.74451 -0.79449 -0.47668
H -5.62961 -1.35799 0.27262
H -5.66021 0.87051 1.47942
H -3.28751 2.04541 0.84642
H -3.51471 -1.62989 -1.10738
N -0.21741 -1.60679 -1.15598
S -0.15211 -3.12299 -1.68608
C 0.32899 -4.13989 -0.24608
C 0.53329 -5.45289 -0.34688
C 1.12199 -6.18059 0.76162
C 1.57759 -5.55919 1.85142
C 1.38749 -4.10419 2.10032
C 0.59449 -3.38209 0.99072
C -1.81251 -3.84919 -1.85668
C -2.75081 -3.89599 -0.84028
C -3.92431 -4.60709 -1.02998
C -4.15411 -5.27309 -2.22228
C -3.21841 -5.20999 -3.24228
C -2.04601 -4.49799 -3.06078
H 0.61399 -1.19449 -1.58198
H 0.31999 -5.99249 -1.25768
H 1.24739 -7.24419 0.64152
H 2.11459 -6.10089 2.61512
H 2.34039 -3.63399 2.35972
H 1.00629 -2.40529 0.72922
H -2.56771 -3.39519 0.09562
H -4.65781 -4.64999 -0.23868
H -5.06081 -5.84249 -2.35298
H -3.40481 -5.71199 -4.17838
H -1.30751 -4.44819 -3.84568
*
```

- lowest unoccupied orbital energy (spin up / spin down) (eV) = -3.930 / -3.524
- largest force on an atom (eV Å⁻¹) = 3.560
- <S²> = 0.76
- energy relative to the best compared isomer or geometry (same formula, charge and spin) (kJ/mol) = 342.1